[1]
DFT (ωB97M-V with the def2-TZVPD basis set) results for C42H40F6N5SSbY as an isolated structure in a non-equilibrium geometry.

2S+1 = 2
relative energy (zero: lowest compared OMol25 entry of this formula, charge and spin) = 71.3 kcal per mole
⟨S²⟩ = 0.82
frontier orbital gap (spin up / spin down) = 4.813 / 4.758 eV
charge = 0

XYZ file:
```
96
Properties=species:S:1:pos:R:3:lowdin_charge:R:1
Y -1.167 0.024 0.084 1.269
C -1.208 0.127 4.955 -0.044
C -0.526 0.485 3.778 -0.132
N -1.115 0.988 2.720 0.072
C -2.460 1.179 2.774 -0.189
C -3.241 0.806 3.876 -0.141
C -2.565 0.270 4.991 0.006
C -4.652 0.935 3.808 0.005
C -5.250 1.445 2.692 -0.049
C -4.475 1.910 1.620 -0.049
C -3.095 1.797 1.637 -0.260
N -2.237 2.120 0.616 0.067
C -2.380 3.209 -0.163 -0.178
C -3.267 4.259 0.091 0.022
C -3.300 5.400 -0.722 -0.057
C -2.443 5.529 -1.779 -0.017
C -1.488 4.510 -2.057 -0.146
C -0.561 4.623 -3.113 -0.007
C 0.341 3.621 -3.318 -0.040
C 0.311 2.511 -2.456 -0.127
N -0.532 2.369 -1.464 0.092
C -1.440 3.353 -1.260 -0.133
H -0.660 -0.281 5.794 0.104
H 0.547 0.326 3.703 0.102
H -3.136 -0.028 5.864 0.122
H -5.250 0.573 4.636 0.122
H -6.325 1.448 2.590 0.122
H -4.977 2.260 0.728 0.116
H -3.915 4.202 0.952 0.109
H -4.004 6.189 -0.495 0.111
H -2.464 6.412 -2.406 0.116
H -0.579 5.502 -3.746 0.120
H 1.064 3.662 -4.122 0.107
H 1.015 1.701 -2.626 0.095
N 1.249 0.348 -0.086 -0.392
S 2.578 0.600 0.724 1.038
C 3.859 -0.464 0.078 -0.403
C 5.176 -0.323 0.503 -0.080
C 6.135 -1.195 0.015 -0.068
C 5.777 -2.199 -0.882 -0.070
C 4.458 -2.334 -1.287 -0.059
C 3.486 -1.463 -0.803 -0.077
C 3.216 2.197 0.243 -0.393
C 2.926 3.251 1.098 -0.078
C 3.284 4.542 0.732 -0.065
C 3.924 4.765 -0.479 -0.069
C 4.204 3.702 -1.332 -0.067
C 3.850 2.411 -0.975 -0.077
H 1.421 0.428 -1.089 -0.018
H 5.451 0.461 1.199 0.118
H 7.164 -1.092 0.333 0.109
H 6.533 -2.874 -1.263 0.107
H 4.174 -3.119 -1.978 0.107
H 2.450 -1.560 -1.100 0.076
H 2.410 3.064 2.033 0.111
H 3.062 5.371 1.392 0.110
H 4.204 5.771 -0.764 0.108
H 4.704 3.880 -2.275 0.109
H 4.066 1.583 -1.639 0.118
F -2.103 0.125 -1.666 -0.528
Sb -4.628 -0.945 -0.154 1.458
F -5.365 -1.558 -1.820 -0.507
F -2.194 -1.076 1.379 -0.514
F -3.870 -2.766 -0.225 -0.531
F -5.299 -1.606 1.547 -0.494
F -6.373 -0.006 -0.073 -0.548
C 0.348 -1.411 -3.313 -0.063
C -0.300 -2.795 -3.153 -0.350
C -1.828 -2.690 -2.982 -0.040
C 0.320 -3.595 -2.040 -0.078
C 0.993 -4.756 -2.365 -0.020
C 1.543 -5.558 -1.368 -0.004
C 1.427 -5.268 -0.008 -0.017
C 0.766 -4.132 0.402 -0.079
C 0.571 -3.907 1.877 -0.359
C 1.293 -2.657 2.399 -0.058
C -0.925 -3.881 2.231 -0.034
C 0.248 -3.200 -0.619 -0.276
N -0.188 -2.050 -0.278 0.123
H -0.073 -0.921 -4.193 0.090
H 1.432 -1.485 -3.442 0.076
H 0.119 -0.784 -2.452 0.020
H -0.097 -3.359 -4.067 0.124
H -2.102 -2.106 -2.107 0.032
H -2.287 -3.673 -2.871 0.092
H -2.261 -2.201 -3.856 0.093
H 1.077 -5.055 -3.404 0.116
H 2.065 -6.464 -1.661 0.118
H 1.839 -5.950 0.725 0.116
H 1.021 -4.772 2.368 0.124
H 0.817 -1.761 2.005 0.037
H 2.350 -2.654 2.118 0.076
H 1.232 -2.640 3.489 0.081
H -1.442 -3.045 1.759 0.049
H -1.033 -3.785 3.314 0.084
H -1.420 -4.803 1.921 0.089
```

---

[2]
DFT (ωB97M-V with the def2-TZVPD basis set) results for a 18-piece molecular cluster, C103H89F17N2O overall in a non-equilibrium geometry.

frontier orbital gap = 9.300 eV
charge = 0

XYZ file:
```
212
Properties=species:S:1:pos:R:3:lowdin_charge:R:1
F 17.019 11.380 17.906 0.044
C 17.213 11.609 19.226 -0.305
C 17.581 10.569 20.041 -0.014
C 17.938 10.916 21.342 -0.082
C 17.739 12.174 21.887 -0.081
C 17.213 13.149 21.035 -0.061
C 17.064 12.903 19.666 -0.017
H 17.723 9.565 19.668 0.120
H 18.344 10.130 21.994 0.113
H 17.893 12.518 22.877 0.089
H 17.065 14.147 21.479 0.100
H 16.776 13.627 18.913 0.096
F 14.348 8.968 18.081 0.060
C 13.132 9.141 18.602 -0.316
C 12.125 8.275 18.152 -0.002
C 10.864 8.550 18.644 -0.104
C 10.640 9.554 19.571 -0.095
C 11.697 10.360 20.017 -0.069
C 12.967 10.162 19.461 -0.034
H 12.406 7.526 17.419 0.123
H 10.068 7.926 18.238 0.111
H 9.639 9.664 19.989 0.109
H 11.538 11.217 20.663 0.104
H 13.781 10.789 19.819 0.116
F 15.481 8.257 25.410 0.071
C 15.169 9.428 24.878 -0.306
C 14.450 9.499 23.688 0.015
C 14.170 10.803 23.266 -0.074
C 14.560 11.943 23.960 -0.099
C 15.309 11.789 25.090 -0.091
C 15.642 10.518 25.556 -0.016
H 14.074 8.689 23.107 0.108
H 13.643 10.884 22.324 0.082
H 14.289 12.924 23.513 0.099
H 15.633 12.593 25.747 0.108
H 16.199 10.498 26.458 0.107
F 23.544 19.862 23.561 0.088
C 23.378 18.912 22.652 -0.302
C 24.461 18.263 22.066 -0.018
C 24.281 17.328 21.081 -0.108
C 23.058 16.823 20.793 -0.085
C 21.975 17.348 21.533 -0.065
C 22.132 18.432 22.402 -0.022
H 25.468 18.493 22.439 0.126
H 25.133 16.947 20.544 0.109
H 22.949 16.050 20.098 0.076
H 20.978 16.907 21.486 0.089
H 21.246 18.742 22.976 0.112
F 19.117 15.049 24.280 0.060
C 20.440 15.200 24.232 -0.316
C 21.072 16.112 25.109 -0.024
C 22.447 16.166 25.213 -0.085
C 23.226 15.384 24.351 -0.100
C 22.604 14.609 23.400 -0.089
C 21.188 14.449 23.374 -0.011
H 20.534 16.782 25.819 0.131
H 22.907 16.893 25.886 0.113
H 24.325 15.382 24.298 0.112
H 23.180 14.163 22.585 0.110
H 20.737 13.779 22.642 0.116
F 19.403 14.915 19.378 0.063
C 20.417 14.481 18.631 -0.313
C 21.185 15.453 18.019 -0.034
C 22.281 15.078 17.268 -0.093
C 22.534 13.764 16.906 -0.048
C 21.699 12.758 17.536 -0.053
C 20.693 13.148 18.396 -0.030
H 21.013 16.485 18.317 0.113
H 22.920 15.880 16.972 0.092
H 23.357 13.510 16.294 0.084
H 21.975 11.739 17.406 0.093
H 20.086 12.332 18.807 0.118
F 15.601 20.607 22.498 0.110
C 16.580 19.764 22.556 -0.314
C 17.709 19.838 21.677 0.002
C 18.810 18.985 21.799 -0.071
C 18.756 17.962 22.764 -0.078
C 17.594 17.791 23.558 -0.070
C 16.562 18.731 23.457 -0.035
H 17.796 20.583 20.915 0.088
H 19.591 19.106 21.039 0.098
H 19.661 17.326 22.773 0.064
H 17.464 16.957 24.246 0.084
H 15.701 18.609 24.132 0.102
F 17.153 17.717 28.065 0.036
C 15.831 17.537 27.713 -0.271
C 14.898 17.567 28.704 -0.015
C 13.528 17.491 28.333 -0.094
C 13.101 17.350 27.048 -0.127
C 14.074 17.288 26.078 -0.072
C 15.442 17.371 26.410 -0.013
H 15.124 17.595 29.826 0.145
H 12.839 17.474 29.213 0.119
H 12.025 17.231 26.836 0.111
H 13.791 17.171 25.027 0.102
H 16.191 17.182 25.654 0.076
F 21.244 21.450 19.980 0.075
C 21.167 20.603 18.963 -0.293
C 19.903 20.401 18.335 -0.019
C 19.855 19.669 17.186 -0.077
C 20.992 19.012 16.705 -0.112
C 22.169 19.136 17.363 -0.109
C 22.305 19.976 18.483 -0.005
H 19.070 21.022 18.650 0.107
H 18.880 19.632 16.688 0.106
H 21.062 18.456 15.776 0.109
H 23.040 18.631 16.941 0.107
H 23.232 20.102 19.039 0.118
F 17.197 17.147 16.209 0.055
C 17.425 15.940 15.677 -0.297
C 17.933 14.890 16.387 -0.011
C 18.125 13.677 15.725 -0.085
C 17.734 13.424 14.441 -0.077
C 17.110 14.499 13.818 -0.078
C 16.980 15.777 14.369 -0.002
H 18.246 15.094 17.424 0.106
H 18.653 12.865 16.217 0.099
H 17.855 12.487 13.956 0.103
H 16.860 14.325 12.792 0.097
H 16.680 16.646 13.775 0.108
F 13.621 10.502 14.196 0.066
C 13.667 11.751 14.638 -0.303
C 13.014 12.737 13.901 0.014
C 13.134 14.089 14.412 -0.067
C 13.926 14.355 15.529 -0.104
C 14.447 13.288 16.279 -0.085
C 14.393 11.961 15.833 0.007
H 12.379 12.618 13.009 0.121
H 12.663 14.964 13.993 0.083
H 14.004 15.350 15.889 0.076
H 15.086 13.452 17.176 0.091
H 14.867 11.169 16.421 0.106
F 15.747 22.321 14.973 0.007
C 15.734 21.748 16.246 -0.262
C 15.553 20.383 16.301 -0.015
C 15.512 19.779 17.557 -0.055
C 15.704 20.589 18.713 -0.097
C 15.843 21.953 18.597 -0.071
C 15.978 22.559 17.308 -0.004
H 15.296 19.822 15.395 0.098
H 15.283 18.705 17.570 0.091
H 15.468 20.139 19.653 0.076
H 16.059 22.532 19.506 0.114
H 16.151 23.639 17.217 0.124
F 11.942 22.184 19.155 0.061
C 12.221 20.911 19.474 -0.307
C 12.672 20.691 20.749 -0.010
C 13.066 19.389 21.116 -0.087
C 13.060 18.388 20.194 -0.114
C 12.494 18.638 18.961 -0.102
C 12.129 19.888 18.543 -0.015
H 12.613 21.572 21.427 0.136
H 13.438 19.198 22.118 0.105
H 13.266 17.330 20.416 0.090
H 12.368 17.749 18.357 0.109
H 11.733 20.108 17.543 0.128
F 12.056 18.116 13.772 0.073
C 13.259 18.366 13.261 -0.314
C 13.959 17.465 12.490 -0.025
C 15.045 17.875 11.715 -0.083
C 15.557 19.177 11.868 -0.089
C 14.914 20.014 12.764 -0.083
C 13.702 19.646 13.430 -0.015
H 13.587 16.469 12.450 0.094
H 15.560 17.140 11.090 0.109
H 16.373 19.580 11.215 0.120
H 15.187 21.041 12.837 0.087
H 13.139 20.355 14.020 0.122
F 10.068 11.524 23.645 0.086
C 10.552 12.353 24.532 -0.320
C 10.871 11.888 25.824 -0.004
C 11.535 12.761 26.660 -0.120
C 11.899 14.024 26.311 -0.089
C 11.588 14.441 25.002 -0.073
C 10.872 13.625 24.138 -0.021
H 10.708 10.852 26.156 0.123
H 11.833 12.335 27.585 0.096
H 12.586 14.559 26.970 0.095
H 11.888 15.397 24.604 0.063
H 10.524 14.017 23.170 0.127
F 8.525 11.173 13.640 0.059
C 9.168 11.761 14.675 -0.275
C 9.144 13.093 14.883 -0.053
C 9.776 13.677 15.946 -0.099
C 10.456 12.953 16.892 -0.088
C 10.653 11.628 16.612 -0.086
C 10.035 11.011 15.513 0.010
H 8.489 13.668 14.254 0.118
H 9.593 14.753 16.036 0.114
H 11.054 13.393 17.705 0.107
H 11.199 10.969 17.258 0.074
H 10.141 9.930 15.333 0.120
F 13.469 14.098 21.710 0.087
C 14.144 14.886 20.923 -0.319
C 14.001 14.889 19.537 0.001
C 14.818 15.792 18.829 -0.106
C 15.753 16.610 19.428 -0.092
C 15.830 16.651 20.814 -0.065
C 15.065 15.752 21.569 -0.012
H 13.302 14.213 18.950 0.129
H 14.816 15.794 17.771 0.068
H 16.411 17.249 18.875 0.092
H 16.544 17.348 21.241 0.077
H 15.072 15.745 22.669 0.122
C 10.529 17.761 22.880 -0.647
O 11.392 16.949 23.037 0.027
N 10.204 18.587 23.931 0.167
N 9.729 17.854 21.711 0.174
H 10.603 18.318 24.821 0.100
H 9.402 19.143 23.847 0.074
H 9.218 18.668 21.649 0.053
H 10.263 17.561 20.911 0.088
```

---

[3]
DFT (ωB97M-V with the def2-TZVPD basis set) results for C29H58AsO4P2S5SiTl as an isolated structure in a non-equilibrium geometry.

relative energy (zero: lowest compared OMol25 entry of this formula, charge and spin) = 30.5 kcal per mole
frontier orbital gap = 4.390 eV
charge = -2

XYZ file:
```
101
Properties=species:S:1:pos:R:3:lowdin_charge:R:1
Tl 1.160 -1.549 0.107 0.323
C 2.810 3.006 3.966 -0.196
P 2.341 2.218 2.381 0.908
C 0.717 2.984 2.074 -0.187
C 3.417 3.303 1.294 -0.364
C 3.177 3.021 -0.173 -0.421
P 2.696 1.237 -0.238 0.771
C 2.501 1.044 -2.038 -0.276
C 4.360 0.515 0.003 -0.315
H 2.907 4.082 3.819 0.044
H 3.767 2.615 4.315 0.062
H 2.069 2.802 4.734 0.046
H 0.826 4.057 1.909 0.056
H 0.078 2.824 2.939 0.043
H 0.245 2.535 1.201 0.047
H 4.458 3.129 1.572 0.084
H 3.120 4.300 1.617 0.070
H 4.062 3.188 -0.794 0.075
H 2.362 3.626 -0.576 0.070
H 3.378 1.465 -2.537 0.044
H 1.594 1.551 -2.372 0.022
H 2.375 -0.008 -2.299 0.002
H 5.060 0.950 -0.717 0.044
H 4.317 -0.571 -0.110 -0.112
H 4.731 0.683 1.017 0.038
S 2.797 -5.729 1.832 -0.278
As 2.850 -3.689 2.427 -0.555
S 0.747 -2.884 2.392 -0.163
S 3.815 -2.450 0.894 -0.066
S 3.716 -3.261 4.346 -0.250
C -2.997 -1.656 1.954 -0.022
C -3.173 -0.497 0.977 -0.653
C -2.725 0.802 1.633 -0.031
C -4.629 -0.380 0.539 -0.035
O -2.339 -0.796 -0.119 -0.179
Si -2.132 -0.182 -1.642 -0.217
S -0.595 -1.096 -2.593 0.248
O -3.617 -0.239 -2.415 -0.185
C -4.222 -1.289 -3.144 -0.673
C -3.911 -2.650 -2.531 -0.042
C -5.724 -1.019 -3.087 -0.039
C -3.727 -1.228 -4.584 -0.050
O -1.978 1.465 -1.364 -0.164
C -2.087 2.566 -2.239 -0.668
C -1.579 2.229 -3.637 -0.049
C -1.229 3.667 -1.621 -0.037
C -3.548 3.003 -2.296 -0.032
H -3.571 -1.484 2.869 0.082
H -1.946 -1.782 2.219 0.041
H -3.326 -2.589 1.499 0.088
H -3.260 0.948 2.575 0.083
H -2.896 1.660 0.981 0.074
H -1.661 0.743 1.843 0.067
H -5.247 -0.108 1.398 0.082
H -4.988 -1.332 0.145 0.072
H -4.748 0.378 -0.237 0.078
H -4.123 -2.646 -1.461 0.074
H -2.860 -2.905 -2.661 0.056
H -4.527 -3.419 -3.004 0.082
H -6.075 -1.057 -2.055 0.070
H -6.277 -1.759 -3.671 0.077
H -5.937 -0.026 -3.487 0.078
H -2.643 -1.337 -4.605 0.045
H -3.994 -0.266 -5.027 0.077
H -4.180 -2.025 -5.180 0.078
H -0.577 1.804 -3.588 0.056
H -1.567 3.131 -4.256 0.081
H -2.217 1.484 -4.112 0.070
H -0.194 3.329 -1.547 0.067
H -1.587 3.896 -0.616 0.077
H -1.259 4.578 -2.224 0.079
H -4.168 2.167 -2.618 0.072
H -3.677 3.835 -2.993 0.078
H -3.884 3.320 -1.307 0.080
C 3.020 -4.864 -3.072 -0.153
C 3.926 -3.825 -3.742 -0.172
C 3.893 -2.704 -2.714 -0.243
O 2.549 -2.671 -2.278 -0.292
C 2.048 -4.013 -2.237 -0.199
H 3.606 -5.506 -2.414 0.111
H 2.499 -5.495 -3.793 0.099
H 3.500 -3.481 -4.687 0.105
H 4.935 -4.200 -3.926 0.101
H 4.134 -1.717 -3.115 0.114
H 4.556 -2.928 -1.868 0.087
H 1.037 -3.982 -2.644 0.106
H 2.020 -4.350 -1.197 0.093
C 1.860 0.455 2.849 -0.275
C 1.483 0.367 4.291 -0.309
C 2.411 -0.074 5.223 -0.071
C 2.074 -0.127 6.568 -0.073
C 0.812 0.262 6.990 -0.101
C -0.132 0.676 6.056 -0.090
C 0.203 0.720 4.713 -0.057
H 2.660 -0.237 2.568 0.053
H 1.022 0.279 2.176 0.014
H 3.371 -0.442 4.887 0.066
H 2.795 -0.511 7.276 0.103
H 0.549 0.206 8.039 0.091
H -1.135 0.937 6.370 0.095
H -0.549 0.990 3.982 0.094
```

---

Values for electronic energy, hartree, ordered as above
-3174.37894, -5860.68510, -6812.43876